Entry from the OMol25 dataset: an isolated ion of composition C4H13N2 and charge +1 (wB97M-V/def2-TZVPD).

CARTESIAN COORDINATES (ANGSTROEM)
N 0.68 0.93 -1.03
H 0.12 2.91 -0.41
H 1.64 -1.37 -0.10
H -2.49 -1.90 0.77
C 0.89 0.59 0.35
H -1.70 -0.49 1.44
H -1.23 -2.09 1.89
H 1.88 0.85 0.77
H -0.94 2.12 -1.62
H -0.26 -2.38 -0.30
C 0.85 -0.92 0.50
H 0.91 -1.22 1.53
H 1.47 0.83 -1.65
H 0.25 1.06 1.10
C 0.08 2.27 -1.28
N -0.48 -1.44 0.02
C -1.51 -1.48 1.05
H 0.57 2.70 -2.16
H -0.74 -0.98 -0.86

Calculated values
HOMO = -13.08 eV
electronic energy = -7332.0462 eV
frontier orbital gap = 9.95 eV
SMILES = CNCC[NH2+]C
net charge = +1
2S+1 = 1
LUMO energy = -3.123 eV
strongest force on any atom = 2.0 eV Å⁻¹

Here are the Mulliken charges for atoms 1 to 8, given in e:
1. N -0.287
2. H 0.303
3. H 0.380
4. H 0.357
5. C -0.555
6. H 0.360
7. H 0.355
8. H 0.313